1.
138
Properties=species:S:1:pos:R:3:lowdin_charge:R:1 method="wB97M-V/def2-TZVPD" homo_energy_ev=-23.10 relative_energy_kcal_mol=0.0 charge=+8 multiplicity=1
O -0.25 -2.05 0.59 -0.12
O 1.06 -0.28 0.30 -0.05
N -2.87 2.63 2.56 -0.08
N -1.47 -2.73 -3.24 -0.03
N 2.27 6.45 5.23 -0.07
N -3.12 -3.42 1.69 -0.05
N 2.77 -3.21 -1.10 -0.06
N -1.07 -4.62 -4.24 -0.07
N 0.29 -9.07 1.87 -0.07
N 6.73 6.45 1.85 -0.06
N -6.16 -3.85 -4.62 -0.06
N 1.87 8.57 -2.63 -0.07
C 2.55 6.20 3.94 0.02
C -5.05 -3.75 -2.10 -0.11
C 5.45 5.76 -0.04 0.07
C 1.76 -7.23 2.01 0.06
C -1.64 -3.44 -4.36 -0.04
C -4.52 -4.59 -3.09 0.03
C -5.06 -4.58 -4.36 0.02
C 0.53 4.89 3.78 -0.08
C -1.07 3.00 4.06 0.04
C 5.90 7.49 2.04 0.01
C -0.82 -3.53 -2.33 0.00
C 3.01 -1.89 -1.72 0.05
C 1.21 5.93 5.87 0.06
C -2.30 2.46 3.75 0.02
C 2.04 -5.61 0.10 -0.11
C -0.90 -5.62 -5.31 0.06
C 2.15 -4.44 0.83 0.05
C -4.50 -2.50 0.01 0.06
C 4.85 7.71 1.18 0.02
C -3.93 -2.44 1.26 0.02
C 3.27 7.18 6.05 0.07
C 3.75 7.37 -1.02 -0.12
C 0.02 -0.80 0.74 -0.72
C 1.23 -8.39 2.55 0.05
C -4.35 -3.63 -0.78 -0.10
C -1.16 4.16 1.97 0.07
C 1.47 -6.85 0.70 -0.12
C 2.58 -3.27 0.23 0.03
C -0.26 -10.31 2.47 0.06
C 6.45 5.55 0.90 0.03
C -0.66 -4.75 -2.92 -0.02
C 2.31 -5.51 -1.27 0.02
C 1.71 5.38 3.16 0.08
C -2.32 3.45 1.64 0.01
C 2.65 -4.33 -1.85 0.01
C 4.69 6.92 0.05 -0.14
C 2.97 9.24 -2.31 0.04
C -0.07 -8.72 0.62 0.03
C -1.18 -0.44 -4.10 -0.05
C -6.10 -2.90 -2.45 0.07
C 1.66 7.28 -2.24 0.03
C -6.85 -3.98 -5.96 0.09
C 0.40 5.10 5.15 0.04
C 7.89 6.22 2.76 0.07
C 0.88 9.26 -3.52 0.07
C 2.63 6.67 -1.48 0.03
C -4.20 2.04 2.23 0.07
C 3.91 8.68 -1.46 0.07
C -3.64 -4.70 -0.22 0.05
C -1.84 -1.31 -3.05 -0.15
C -0.60 4.03 3.24 -0.10
C 0.55 -7.64 0.01 0.03
C -2.97 -4.54 0.97 0.02
C -2.34 -3.24 2.94 0.05
C -6.61 -2.96 -3.74 0.04
C -1.04 0.20 1.22 -0.03
H 2.45 5.67 -1.11 0.13
H 0.36 -10.76 3.24 0.13
H -4.78 2.73 1.63 0.12
H -1.60 -5.52 -6.13 0.11
H 3.81 -1.36 -1.24 0.12
H 7.07 4.66 0.88 0.16
H -2.07 -2.20 3.08 0.09
H -0.69 2.83 5.06 0.14
H 8.50 5.36 2.54 0.12
H 3.50 6.59 6.94 0.13
H 4.19 7.27 5.48 0.09
H -2.93 -1.29 -3.07 0.12
H -2.93 -3.64 3.77 0.13
H 2.93 -4.23 -2.89 0.16
H -4.02 1.07 1.77 0.08
H -1.52 0.92 0.56 0.07
H -0.82 4.95 1.32 0.13
H 6.04 8.08 2.94 0.16
H 0.08 -5.38 -5.75 0.12
H 0.00 8.65 -3.67 0.11
H 4.78 9.27 -1.23 0.16
H 0.17 -7.43 -0.98 0.11
H 7.44 6.04 3.74 0.11
H -0.21 -5.66 -2.58 0.11
H -3.97 -1.59 1.93 0.14
H 1.95 5.15 2.13 0.12
H -0.54 -3.24 -1.33 0.11
H 2.90 8.16 6.36 0.13
H 3.51 6.55 3.59 0.12
H -1.50 -1.02 -2.06 0.12
H 1.37 9.45 -4.47 0.13
H -2.81 1.74 4.38 0.16
H 8.49 7.13 2.75 0.13
H 0.53 10.13 -2.97 0.13
H 3.07 10.22 -2.76 0.18
H -1.85 -0.27 1.79 0.04
H -0.10 -0.57 -4.17 0.09
H 1.05 6.36 6.84 0.18
H -7.88 -4.28 -5.78 0.13
H -1.15 -10.07 3.05 0.13
H -6.33 -4.75 -6.52 0.11
H 5.42 5.09 -0.89 0.15
H -4.87 -5.45 -4.97 0.16
H -1.68 -0.39 -5.07 0.09
H -7.45 -2.34 -4.03 0.17
H -0.47 -11.01 1.67 0.12
H 0.72 6.91 -2.59 0.15
H 2.62 -2.31 0.73 0.14
H 1.43 -8.73 3.55 0.17
H -6.58 -2.21 -1.77 0.14
H 1.95 -4.44 1.89 0.14
H -2.32 -5.31 1.35 0.15
H -3.47 -5.58 -0.82 0.13
H -0.50 4.73 5.61 0.14
H 2.07 -1.36 -1.58 0.08
H -0.57 0.81 2.01 0.07
H 2.25 -6.38 -1.91 0.14
H 2.47 -6.70 2.62 0.15
H -5.19 -1.72 -0.28 0.13
H -2.84 3.50 0.69 0.15
H 4.19 8.54 1.41 0.15
H -2.03 -3.01 -5.28 0.18
H -1.39 -3.76 2.86 0.10
H -1.16 0.59 -3.73 0.09
H -0.82 -6.61 -4.89 0.11
H 3.22 -2.07 -2.77 0.11
H -4.70 1.91 3.19 0.12
H -6.77 -3.01 -6.43 0.12
H -0.88 -9.33 0.24 0.16
H -3.68 -5.23 -2.85 0.11


2.
140
Properties=species:S:1:pos:R:3:lowdin_charge:R:1 method="wB97M-V/def2-TZVPD" homo_energy_ev=-7.83 relative_energy_kcal_mol=54.5 multiplicity=1
N 0.77 -1.30 -0.16 0.04
N -1.11 -4.33 2.70 0.06
N -4.17 0.29 3.32 0.02
N 5.15 -2.01 1.30 0.02
N 0.50 5.17 1.49 0.03
N 1.37 -3.06 5.22 0.01
N 0.40 -4.65 -0.52 0.02
N -4.53 3.88 2.44 0.02
N 5.63 4.12 1.56 0.01
N -0.66 -0.10 -4.71 0.05
N -4.79 -2.90 -2.32 0.03
N 0.36 3.68 -3.89 0.04
N 5.79 -0.38 -2.66 0.03
N -4.28 0.85 -3.49 0.01
C 0.17 4.88 -4.56 -0.12
C -0.47 -0.82 0.21 -0.15
C 0.80 3.86 3.23 -0.15
C 1.67 -4.04 -2.19 -0.12
C 4.41 3.98 0.94 -0.14
C -2.88 -1.72 -2.29 -0.12
C 1.89 -2.77 3.99 -0.13
C -4.14 3.03 1.43 -0.13
C -3.87 2.16 -5.24 -0.11
C -3.79 -1.21 -1.34 -0.16
C 4.75 1.21 -1.46 -0.08
C -5.79 3.56 2.88 -0.12
C 3.70 3.03 1.63 -0.11
C 1.62 -0.24 -0.35 -0.12
C 0.56 0.98 -6.24 -0.12
C 5.81 0.62 -0.64 -0.11
C 6.38 -0.30 -1.44 -0.18
C -3.37 1.80 -3.04 -0.11
C -5.31 2.38 1.05 -0.14
C 5.93 -2.51 2.30 -0.14
C -1.83 -6.40 2.17 -0.12
C 5.07 -4.18 1.11 -0.15
C -4.38 -0.93 5.17 -0.11
C -2.67 -5.43 1.49 -0.10
C 1.35 0.83 -5.10 -0.14
C -6.29 2.59 2.02 -0.12
C 0.29 -2.24 5.47 -0.12
C 0.42 5.29 -2.34 -0.11
C 0.09 -1.47 4.33 -0.11
C -3.24 -0.72 3.21 -0.12
C 1.19 5.04 2.70 -0.14
C 4.66 2.28 2.35 -0.12
C 0.53 3.96 -2.58 -0.17
C 4.75 0.50 -2.65 -0.13
C -4.66 1.16 -4.76 -0.15
C -0.44 -4.18 -1.49 -0.15
C -3.19 2.65 -4.11 -0.13
C 4.62 -3.03 0.54 -0.13
C 0.32 -3.82 -2.58 -0.11
C -4.96 -1.91 -1.37 -0.11
C -3.55 -2.76 -2.88 -0.14
C -0.44 0.53 0.12 -0.12
C 5.85 2.99 2.32 -0.14
C 1.69 -4.68 -0.97 -0.12
C -1.01 -5.68 2.97 -0.16
C 0.25 5.89 -3.62 -0.12
C -3.43 -1.50 4.34 -0.15
C 5.92 -3.89 2.19 -0.11
C -0.06 3.14 2.38 -0.10
C -0.60 0.28 -6.01 -0.15
C 1.08 -1.83 3.42 -0.13
C 0.89 0.91 -0.18 -0.11
C -0.15 3.97 1.27 -0.16
C 0.57 0.22 -4.14 -0.12
C -2.19 -4.21 1.86 -0.16
C -4.83 0.21 4.50 -0.13
H 2.70 2.67 1.45 0.07
H -3.56 -0.53 -0.53 0.09
H -0.01 4.95 -5.62 0.10
H 6.23 -1.85 3.09 0.11
H 4.19 2.07 -1.17 0.07
H 0.46 5.72 -1.35 0.06
H 0.41 5.90 0.81 0.12
H -0.67 -0.74 4.09 0.08
H 4.04 0.55 -3.46 0.09
H -0.23 -6.09 3.59 0.11
H -5.38 1.72 0.20 0.09
H 1.12 3.41 4.16 0.10
H -0.68 2.28 2.49 0.09
H 6.83 2.79 2.72 0.10
H 4.00 -2.74 -0.29 0.09
H 1.33 1.89 -0.23 0.06
H 2.52 -5.09 -0.43 0.10
H 4.67 -5.13 0.78 0.08
H -6.37 4.06 3.64 0.11
H -1.90 -7.47 2.10 0.09
H 7.22 -0.93 -1.18 0.12
H 2.61 -0.48 -0.69 0.09
H 4.15 4.61 0.11 0.11
H 0.98 3.14 -2.03 0.10
H -2.54 -3.22 1.60 0.09
H 0.19 6.95 -3.76 0.09
H -3.93 4.63 2.75 0.15
H -0.35 -2.41 6.32 0.10
H 0.90 -2.28 -0.35 0.10
H 1.26 -1.42 2.44 0.08
H -2.84 -2.35 4.66 0.09
H 2.37 1.18 -5.02 0.09
H 0.14 -5.05 0.37 0.13
H -3.19 3.08 0.93 0.09
H 2.44 -3.88 -2.93 0.09
H -1.34 1.13 0.12 0.08
H 6.36 4.76 1.34 0.14
H 6.46 -4.55 2.84 0.09
H -1.36 -1.43 0.27 0.08
H -1.44 0.05 -6.65 0.11
H -4.57 0.02 -2.99 0.09
H 0.83 1.45 -7.17 0.10
H -2.59 3.55 -4.18 0.08
H -5.89 -1.87 -0.82 0.11
H -1.51 -4.19 -1.33 0.10
H -5.34 -3.73 -2.45 0.15
H 0.33 2.74 -4.26 0.10
H 4.38 1.41 2.92 0.09
H 2.81 -3.23 3.66 0.11
H -0.69 3.74 0.36 0.09
H -0.61 -3.60 3.18 0.10
H 4.98 -1.03 1.15 0.11
H 1.86 -3.66 5.85 0.14
H 6.13 0.87 0.36 0.08
H -4.63 -1.31 6.14 0.09
H -5.51 0.96 4.86 0.10
H -7.22 2.05 2.04 0.10
H -3.48 -5.72 0.85 0.09
H -0.04 -3.57 -3.56 0.09
H -3.83 2.45 -6.28 0.09
H -2.86 1.78 -2.09 0.09
H -1.41 -0.51 -4.18 0.11
H 6.07 -1.04 -3.35 0.15
H -3.18 -3.41 -3.67 0.11
H -1.87 -1.35 -2.38 0.08
H 0.72 -0.12 -3.13 0.10
H -5.47 0.61 -5.21 0.11
H -2.67 -0.90 2.31 0.08
H -4.29 1.09 2.71 0.09
H 1.63 5.90 3.17 0.11


Computed Kohn-Sham gap (Ha) in order:
0.24064 0.30582